No. 1
ORCA calculation (ωB97M-V/def2-TZVPD) on an isolated molecule of C2H3NO2 at a distorted geometry.

Results
E in Ha: -283.1687
Energy relative to the best compared isomer or geometry (same formula, charge and spin) in kcal/mol: 56.06
Structure (SMILES): O=C1N[C@H]1O

XYZ file:
```
8
Properties=species:S:1:pos:R:3:nbo_charge:R:1
O 2.792 0.488 0.276 -0.5265
C 1.743 0.080 -0.111 0.6341
N 0.763 -0.868 0.115 -0.6085
C 0.403 0.438 -0.498 0.1086
O -0.186 1.563 0.255 -0.6888
H 0.621 -1.088 1.103 0.3931
H -0.235 0.326 -1.423 0.2088
H 0.696 1.959 0.556 0.4793
```

---

No. 2
ORCA calculation (ωB97M-V/def2-TZVPD) on an isolated molecule of C2H3NO2 at a distorted geometry.

Results
E in Ha: -283.2419
Energy relative to the best compared isomer or geometry (same formula, charge and spin) in kcal/mol: 10.12
Structure (SMILES): O=CNC=O

XYZ file:
```
8
Properties=species:S:1:pos:R:3:nbo_charge:R:1
O 1.778 -0.719 -0.090 -0.5564
C 1.303 0.399 0.019 0.5335
N -0.030 0.710 0.100 -0.6665
C -0.945 -0.323 0.112 0.5230
O -2.170 -0.167 -0.116 -0.5586
H 1.970 1.289 -0.061 0.1259
H -0.341 1.694 -0.204 0.4307
H -0.425 -1.326 0.431 0.1685
```

---

No. 3
ORCA calculation (ωB97M-V/def2-TZVPD) on an isolated ion of composition C2H3NO2 and charge +1 at a distorted geometry.

Results
E in Ha: -282.8741
Energy relative to the best compared isomer or geometry (same formula, charge and spin) in kcal/mol: 0.00
Charge: +1
⟨S²⟩: 0.760
2S+1: 2

XYZ file:
```
8
Properties=species:S:1:pos:R:3:mulliken_spin:R:1
O 0.817 -0.727 -0.945 0.4030
C 0.183 -1.148 -0.035 -0.0323
N -0.253 -0.305 0.977 0.0742
C -0.422 0.957 0.521 -0.0408
O -0.214 1.309 -0.616 0.4978
H -0.033 -2.204 0.168 0.0437
H -0.966 -0.725 1.588 -0.0032
H -0.848 1.667 1.256 0.0576
```